This record from the Open Molecules 2025 dataset describes a structure of composition C8H5NO5Tb in a non-equilibrium geometry. The level of theory is ωB97M-V with the def2-TZVPD basis set.

strongest force on any atom = 11.8 eV/Å
LUMO level (alpha / beta) = -15.600 / -15.296 eV
frontier orbital gap (alpha / beta) = 6.140 / 6.445 eV
energy relative to the best compared isomer or geometry (same formula, charge and spin) = 0.0 kcal per mole

```
! RIJCOSX wB97M-V def2-TZVPD def2/J DEFGRID3
* xyz 3 7
O 0.000 -0.001 -5.813
C 0.000 -0.001 -4.646
Tb 0.002 -0.005 -2.201
O -1.722 -2.903 -1.686
C -1.126 -1.896 -1.787
C 1.123 1.895 -1.789
O 1.720 2.901 -1.685
C -1.894 1.124 -1.790
O -2.900 1.721 -1.684
C 1.899 -1.125 -1.787
O 2.904 -1.722 -1.685
C 0.286 -0.578 3.740
C -0.299 0.604 2.927
C -0.143 0.288 1.491
N -0.009 0.018 0.394
H -0.262 -1.502 3.509
H 0.168 -0.339 4.801
H 1.354 -0.701 3.509
H -1.348 0.715 3.092
H 0.247 1.505 3.092
*
```


This record from the Open Molecules 2025 dataset describes a cluster of 2 separate species, C3H4Cl2S in total in a non-equilibrium geometry. The level of theory is ωB97M-V with the def2-TZVPD basis set.

strongest force on any atom = 3.5 eV/Å
LUMO level (alpha / beta) = -1.651 / -1.653 eV
frontier orbital gap (alpha / beta) = 6.891 / 6.889 eV
energy relative to the best compared isomer or geometry (same formula, charge and spin) = 76.4 kcal per mole

```
! RIJCOSX wB97M-V def2-TZVPD def2/J DEFGRID3
* xyz 0 1
C -0.318 0.295 -1.531
C -0.156 -0.100 -0.317
C -0.764 -0.389 0.952
S 2.318 -0.368 0.933
Cl -2.520 -0.529 0.758
Cl 3.433 0.981 0.098
H 0.355 0.513 -2.343
H -1.343 0.281 -1.771
H -0.389 -1.126 1.582
H -0.615 0.441 1.639
*
```


This record from the Open Molecules 2025 dataset describes a structure of composition C48H38AsN3O4SZr in a non-equilibrium geometry. The level of theory is ωB97M-V with the def2-TZVPD basis set.

strongest force on any atom = 1.5 eV/Å
LUMO level = -6.507 eV
frontier orbital gap = 6.509 eV

```
! RIJCOSX wB97M-V def2-TZVPD def2/J DEFGRID3
* xyz 2 1
Zr -1.100 -1.065 0.010
C -4.548 1.684 1.554
O -4.960 0.288 1.719
C -3.907 -0.433 1.416
N -2.780 0.137 1.201
C -3.032 1.600 1.290
C -2.570 2.364 0.051
C -1.216 1.973 -0.424
C 0.553 3.464 -1.788
C -0.271 4.702 -1.659
C -2.603 4.824 -0.597
C -2.941 3.798 0.177
C -4.109 -1.853 1.117
C -5.290 -2.544 1.341
C -5.401 -3.830 0.835
C -4.353 -4.362 0.093
C -3.220 -3.591 -0.073
N -3.079 -2.370 0.451
C -2.048 -3.973 -0.870
N -1.051 -3.172 -0.971
C 0.021 -3.914 -1.695
C -0.713 -5.194 -2.152
O -1.999 -5.147 -1.436
C 0.691 -3.171 -2.819
C 0.300 -1.903 -3.206
C 0.947 -1.235 -4.237
C 1.997 -1.852 -4.898
C 2.395 -3.129 -4.519
C 1.750 -3.785 -3.483
H -4.812 2.207 2.468
H -5.111 2.075 0.708
H -2.469 1.992 2.141
H -1.031 1.047 0.141
H 1.450 3.312 -2.366
H 0.239 5.580 -2.045
H -2.964 5.797 -0.290
H -3.552 4.033 1.043
H -6.097 -2.070 1.881
H -6.306 -4.400 0.992
H -4.412 -5.343 -0.356
H 0.781 -4.167 -0.950
H -0.232 -6.118 -1.844
H -0.938 -5.208 -3.216
H -0.535 -1.416 -2.712
H 0.620 -0.245 -4.525
H 2.504 -1.347 -5.708
H 3.213 -3.614 -5.032
H 2.085 -4.774 -3.192
S -2.647 -0.080 -1.742
C -2.358 1.689 -1.352
C -2.584 2.474 -2.594
C -2.343 3.759 -2.829
C -1.803 4.782 -1.869
C 0.405 4.135 -0.459
C 0.092 2.686 -0.602
As 1.349 1.399 0.161
C 1.044 1.723 2.047
C 0.239 2.740 2.545
C 0.056 2.872 3.918
C 0.684 1.999 4.793
C 1.500 0.988 4.299
C 1.674 0.847 2.931
C 3.114 2.073 -0.149
C 3.765 1.699 -1.322
C 5.027 2.204 -1.602
C 5.640 3.070 -0.708
C 4.998 3.435 0.467
C 3.733 2.940 0.751
H -3.005 1.895 -3.405
H -2.582 4.115 -3.823
H -1.961 5.748 -2.349
H 1.165 4.582 0.162
H -0.225 3.456 1.873
H -0.557 3.676 4.302
H 0.551 2.115 5.859
H 2.006 0.316 4.978
H 2.322 0.061 2.561
H 3.299 1.011 -2.020
H 5.533 1.917 -2.513
H 6.625 3.461 -0.925
H 5.480 4.106 1.165
H 3.239 3.229 1.671
O 0.877 -1.774 -0.034
C 0.822 -2.154 1.185
O -0.319 -1.971 1.780
C 1.955 -2.740 1.875
C 1.790 -3.173 3.196
C 2.874 -3.708 3.868
C 4.105 -3.798 3.226
C 4.267 -3.361 1.916
C 3.189 -2.831 1.231
H 0.826 -3.082 3.673
H 2.767 -4.054 4.887
H 4.950 -4.213 3.758
H 5.234 -3.437 1.440
H 3.294 -2.481 0.212
*
```


This record from the Open Molecules 2025 dataset describes a cluster of 8 separate species, C11H29N9O15P in total in a non-equilibrium geometry. The level of theory is ωB97M-V with the def2-TZVPD basis set.

strongest force on any atom = 8.6 eV/Å
LUMO level = -4.071 eV
frontier orbital gap = 7.474 eV

```
! RIJCOSX wB97M-V def2-TZVPD def2/J DEFGRID3
* xyz 1 1
C 0.652 2.633 -2.994
P 2.219 1.782 -2.267
O 2.787 2.739 -0.883
C 1.713 0.106 -1.479
C 0.197 -0.502 -1.609
N 0.382 -1.774 -0.812
C 1.809 -1.900 -0.246
N 2.689 -0.716 -0.665
H 0.871 3.800 -3.032
H 0.322 2.199 -4.043
H -0.223 2.474 -2.224
H 2.314 2.328 -0.092
H -0.721 -0.034 -2.162
H -0.390 -2.465 -0.679
H 2.251 -2.772 0.404
H 3.695 -0.516 -0.435
C -0.606 4.253 1.204
N -0.175 2.882 1.586
O -0.626 2.419 2.641
O 0.605 2.308 0.817
H -1.287 4.635 1.968
H 0.289 4.875 1.141
H -1.110 4.183 0.238
C -3.057 -5.591 -0.016
N -2.867 -4.206 -0.524
O -3.364 -3.933 -1.623
O -2.225 -3.431 0.195
H -3.637 -6.159 -0.747
H -2.067 -6.032 0.117
H -3.593 -5.524 0.933
C -0.758 2.894 6.233
N -0.568 4.279 5.725
O -1.064 4.552 4.626
O 0.075 5.054 6.444
H -1.337 2.326 5.503
H 0.233 2.453 6.367
H -1.293 2.961 7.182
C -4.769 -2.054 -3.610
N -4.971 -1.588 -5.008
O -5.868 -2.133 -5.662
O -4.223 -0.689 -5.410
H -5.492 -2.843 -3.392
H -3.748 -2.434 -3.533
H -4.924 -1.197 -2.951
C 1.769 0.460 -6.330
N 1.541 -0.496 -5.213
O 2.394 -0.536 -4.318
O 0.512 -1.180 -5.265
H 2.706 0.991 -6.154
H 1.822 -0.120 -7.254
H 0.928 1.156 -6.345
C 3.980 -3.187 -3.399
N 4.659 -4.366 -4.003
O 5.113 -5.216 -3.228
O 4.716 -4.404 -5.238
H 4.004 -3.285 -2.312
H 4.524 -2.295 -3.718
H 2.951 -3.177 -3.763
C -0.263 2.804 10.168
N 0.415 1.626 9.564
O 0.869 0.776 10.339
O 0.472 1.587 8.329
H -0.240 2.707 11.255
H 0.280 3.696 9.849
H -1.293 2.815 9.804
*
```